[1]
Here is a molecular structure, C5H8O at a distorted geometry from the Open Molecules 2025 dataset. Energies are from ωB97M-V/def2-TZVPD.

Results
Energy above the lowest of the compared OMol25 structures with the same formula, charge and spin   107.5 kcal/mol
Gap between HOMO and LUMO   9.8 eV

Each line ends with the natural charge from an NBO analysis.
Atoms and positions in Å:
O  -2.709  -0.836  0.604  -0.5112
C  -1.619  -1.121  0.374  0.5502
C  0.030  -0.145  0.943  -0.2924
C  -0.171  1.236  0.317  -0.4069
C  0.866  0.808  -0.761  -0.4177
C  0.999  -0.502  0.006  -0.2502
H  -0.617  -1.839  -0.805  0.0038
H  -0.038  -0.415  1.995  0.2304
H  -1.179  1.479  -0.039  0.2024
H  0.183  2.054  0.952  0.2129
H  0.482  0.735  -1.784  0.2049
H  1.773  1.420  -0.768  0.2125
H  0.194  -1.560  -0.860  0.0348
H  1.868  -1.146  0.111  0.2265

***

[2]
Here is a molecular structure, C40H38N3O7PS5V from the Open Molecules 2025 dataset. Energies are from ωB97M-V/def2-TZVPD.

Results
2S+1   3
Energy above the lowest of the compared OMol25 structures with the same formula, charge and spin   0.4 kcal/mol
Charge   -1
Gap between HOMO and LUMO (spin up / spin down)   6.5 / 6.5 eV

Each line ends with the Mulliken spin population.
Atoms and positions in Å:
V  -0.177  0.661  0.370  1.9990
C  -0.261  1.410  4.825  -0.0105
C  1.066  1.135  5.138  0.0154
C  1.958  0.907  4.112  -0.0140
C  1.521  0.919  2.780  -0.0138
C  0.158  1.063  2.440  -0.0397
C  -0.698  1.364  3.511  0.0406
C  2.493  0.871  1.679  0.0480
C  3.893  0.995  1.904  -0.0010
C  4.749  1.040  0.858  0.0077
C  4.252  1.004  -0.465  -0.0111
C  5.088  1.111  -1.600  0.0022
C  4.555  1.111  -2.857  -0.0012
C  3.157  0.998  -3.021  0.0079
C  2.334  0.884  -1.938  -0.0268
C  2.862  0.885  -0.629  0.0098
N  2.013  0.773  0.448  -0.0625
H  -0.964  1.645  5.615  -0.0007
H  1.403  1.125  6.167  0.0009
H  2.995  0.721  4.362  -0.0003
H  -1.747  1.547  3.315  0.0008
H  4.268  1.081  2.912  0.0002
H  5.817  1.135  1.021  0.0001
H  6.157  1.204  -1.451  -0.0001
H  5.196  1.200  -3.724  0.0000
H  2.725  1.001  -4.013  0.0001
H  1.269  0.775  -2.080  0.0480
O  -1.085  0.980  -3.601  -0.0032
C  -0.944  1.399  -2.468  -0.0166
O  -0.923  0.602  -1.429  0.0055
C  -0.775  2.869  -2.212  0.0411
C  -1.116  3.715  -3.241  -0.0045
C  -0.971  5.088  -3.105  0.0040
C  -0.455  5.628  -1.946  -0.0010
C  -0.077  4.793  -0.919  0.0121
C  -0.252  3.373  -0.977  -0.0191
O  0.025  2.639  0.026  -0.0508
N  0.501  5.452  0.259  -0.0007
O  0.253  6.641  0.410  0.0018
O  1.205  4.809  1.008  0.0009
N  -1.340  5.974  -4.203  -0.0001
O  -1.223  7.176  -4.033  0.0013
O  -1.764  5.467  -5.226  0.0014
H  -1.497  3.289  -4.159  -0.0002
H  -0.332  6.695  -1.842  -0.0002
C  -3.114  4.039  0.770  -0.0013
S  -4.616  3.092  1.116  0.0002
C  -4.496  1.828  -0.096  -0.0103
C  -3.650  0.777  -0.095  0.0158
S  -2.474  0.405  1.141  -0.0259
S  -3.923  -0.368  -1.390  0.0032
C  -5.270  0.392  -2.150  0.0004
S  -6.067  -0.231  -3.452  0.0005
S  -5.677  1.882  -1.384  -0.0008
H  -3.096  4.863  1.483  -0.0001
H  -3.150  4.440  -0.241  0.0005
H  -2.231  3.418  0.910  0.0102
C  2.026  -2.498  -1.128  0.0324
C  1.565  -3.135  0.189  -0.0448
C  1.662  -4.651  -0.001  -0.0016
C  2.500  -2.708  1.327  0.0120
P  -0.147  -2.387  0.500  0.0066
C  -1.086  -3.169  -0.878  0.0041
C  -1.568  -4.481  -0.864  -0.0033
C  -2.211  -5.017  -1.968  -0.0003
C  -2.383  -4.252  -3.116  0.0000
C  -1.900  -2.955  -3.152  0.0003
C  -1.254  -2.422  -2.044  -0.0009
C  -0.871  -3.116  2.093  -0.0001
C  -0.366  -4.486  2.550  0.0004
C  -2.400  -3.173  1.959  0.0002
C  -0.542  -2.113  3.207  0.0215
H  3.103  -2.644  -1.254  0.0006
H  1.829  -1.430  -1.162  -0.0073
H  1.517  -2.952  -1.979  0.0003
H  2.699  -4.890  -0.263  0.0005
H  1.031  -4.997  -0.820  -0.0006
H  1.415  -5.215  0.894  -0.0003
H  3.539  -2.895  1.038  0.0006
H  2.304  -3.269  2.241  0.0004
H  2.404  -1.648  1.561  -0.0041
H  -1.443  -5.100  0.013  -0.0007
H  -2.584  -6.033  -1.929  0.0000
H  -2.900  -4.667  -3.973  0.0000
H  -2.040  -2.334  -4.028  0.0000
H  -0.918  -1.396  -2.082  0.0113
H  -0.553  -5.286  1.836  0.0008
H  -0.902  -4.741  3.470  -0.0012
H  0.696  -4.477  2.788  0.0003
H  -2.733  -3.981  1.309  0.0000
H  -2.804  -2.235  1.579  -0.0004
H  -2.825  -3.341  2.954  0.0000
H  0.531  -1.932  3.307  0.0013
H  -0.908  -2.507  4.160  0.0001
H  -1.027  -1.156  3.031  0.0085

***

[3]
Here is a single C6H11NO2 molecule at a distorted geometry from the Open Molecules 2025 dataset. Energies are from ωB97M-V/def2-TZVPD.

Results
SMILES string   C=C(COC=O)N(C)C
Energy above the lowest of the compared OMol25 structures with the same formula, charge and spin   53.2 kcal/mol
Gap between HOMO and LUMO   9.4 eV

Each line ends with the natural charge from an NBO analysis.
Atoms and positions in Å:
C  1.423  1.184  -1.029  -0.4440
C  0.772  0.232  -0.339  0.1636
C  1.303  -1.201  -0.382  -0.1252
O  0.386  -2.186  0.120  -0.5015
C  -0.712  -2.411  -0.635  0.6544
O  -1.451  -3.370  -0.490  -0.5562
N  -0.386  0.487  0.404  -0.4878
C  -0.253  0.631  1.861  -0.3979
C  -1.470  1.303  -0.154  -0.3994
H  2.322  0.962  -1.594  0.2024
H  1.096  2.218  -1.011  0.2063
H  2.203  -1.269  0.237  0.2154
H  1.584  -1.479  -1.407  0.1988
H  -0.873  -1.644  -1.408  0.1017
H  0.492  -0.062  2.266  0.2089
H  -1.207  0.423  2.357  0.2034
H  0.055  1.653  2.112  0.1736
H  -2.405  1.114  0.384  0.2055
H  -1.237  2.371  -0.087  0.1705
H  -1.643  1.044  -1.205  0.2074

***

[4]
Here is a gas-phase ion, C27H37F2N4O3S2Si (charge +1) at a distorted geometry from the Open Molecules 2025 dataset. Energies are from ωB97M-V/def2-TZVPD.

Results
Charge   +1
Gap between HOMO and LUMO   5.5 eV

Each line ends with the Löwdin charge.
Atoms and positions in Å:
C  5.107  -2.954  1.258  -0.0473
C  5.649  -1.472  1.423  -0.3969
O  6.964  -1.247  0.900  -0.0483
C  4.686  -0.344  0.821  -0.0599
C  3.156  -0.793  0.829  -0.1332
N  2.772  -1.035  2.108  0.1784
N  1.507  -1.399  2.142  0.0982
C  0.631  -1.589  1.135  -0.1321
N  -0.726  -2.003  1.518  0.1870
C  -0.729  -3.206  1.903  -0.2461
O  -0.807  -4.253  2.364  0.2747
C  0.955  -1.381  -0.289  0.0184
C  0.045  -1.581  -1.540  -0.1375
C  -1.308  -2.352  -1.360  -0.2734
C  -2.083  -2.434  -2.760  -0.4338
S  -3.282  -1.018  -2.817  0.8085
C  -4.763  -1.569  -1.843  -1.0242
S  -6.155  -1.767  -2.711  0.7361
N  -4.659  -1.765  -0.398  -0.1991
C  -5.691  -2.704  0.113  -0.1819
C  -7.009  -1.938  0.609  -0.1821
O  -6.658  -1.295  1.845  -0.1700
C  -5.455  -0.511  1.720  -0.1743
C  -4.861  -0.438  0.256  -0.1647
C  2.372  -0.898  -0.425  0.0852
C  3.070  -0.499  -1.772  -0.3885
F  2.330  -0.748  -2.931  0.0541
F  4.276  -1.199  -1.995  0.0657
C  3.289  1.086  -1.781  -0.1152
C  1.913  1.857  -2.048  -0.2072
Si  1.648  3.420  -0.993  0.5721
C  1.080  4.816  -2.200  -0.1901
C  3.197  4.090  -0.117  -0.1875
C  0.266  3.229  0.300  -0.2286
C  -0.072  4.378  1.208  -0.0737
C  -1.116  4.256  2.243  -0.0681
C  -1.898  2.999  2.410  -0.0632
C  -1.587  1.832  1.528  -0.0766
C  -0.524  1.987  0.488  -0.0902
H  4.652  -3.263  2.246  0.0830
H  6.021  -3.618  1.136  0.0945
H  4.433  -3.122  0.376  0.0775
H  5.699  -1.271  2.540  0.1417
H  7.552  -1.881  1.360  0.1080
H  5.043  0.074  -0.146  0.1045
H  4.735  0.511  1.571  0.1366
H  1.162  -1.556  3.105  0.2032
H  -0.190  -0.563  -1.992  0.1267
H  0.657  -2.182  -2.284  0.1403
H  -1.077  -3.427  -1.065  0.1203
H  -2.017  -1.940  -0.593  0.0708
H  -1.327  -2.361  -3.592  0.0894
H  -2.666  -3.392  -2.873  0.0912
H  -5.917  -3.567  -0.570  0.1124
H  -5.258  -3.168  1.059  0.1329
H  -7.847  -2.662  0.851  0.1396
H  -7.419  -1.236  -0.170  0.0988
H  -5.727  0.547  2.033  0.1341
H  -4.704  -0.871  2.494  0.1248
H  -5.570  0.179  -0.367  0.1264
H  -3.888  0.134  0.322  0.1063
H  4.031  1.261  -2.621  0.1489
H  3.698  1.472  -0.811  0.0764
H  1.090  1.113  -1.785  0.0476
H  1.828  2.029  -3.159  0.1016
H  0.678  5.639  -1.530  0.0373
H  1.985  5.248  -2.728  0.0443
H  0.304  4.450  -2.929  0.0415
H  3.639  3.242  0.505  0.0286
H  3.998  4.403  -0.849  0.0529
H  2.969  4.910  0.635  0.0507
H  0.465  5.361  1.119  0.0991
H  -1.396  5.103  2.927  0.1033
H  -2.699  2.888  3.183  0.0962
H  -2.137  0.858  1.626  0.0687
H  -0.333  1.102  -0.170  0.0553

***

| no. | DFT total energy (eV) |
| --- | --- |
| 1 | -7357.5931 |
| 2 | -150053.3000 |
| 3 | -11983.9598 |
| 4 | -75673.1356 |